No. 1
{
  "formula": "C36H45F3MoN11OS2Se",
  "method": "ωB97M-V/def2-TZVPD",
  "elements": ["Mo", "N", "C", "S", "N", "N", "C", "C", "C", "C", "C", "C", "C", "O", "H", "H", "H", "H", "H", "H", "H", "F", "C", "F", "F", "C", "C", "C", "C", "N", "C", "S", "H", "H", "H", "C", "C", "C", "C", "N", "C", "Se", "N", "C", "C", "C", "C", "C", "C", "C", "C", "C", "C", "H", "H", "H", "H", "H", "H", "H", "H", "H", "H", "H", "H", "H", "H", "H", "H", "H", "H", "H", "H", "H", "H", "C", "C", "N", "H", "H", "H", "C", "C", "C", "C", "N", "C", "N", "N", "N", "H", "H", "H", "H", "H", "H", "H", "H", "H", "H"],
  "xyz": [[-1.996, 0.344, -1.848], [-1.774, 4.723, -0.587], [-2.053, 3.415, -0.814], [-0.919, 2.525, -1.784], [-3.083, 2.888, -0.257], [-3.285, 1.529, -0.515], [-4.423, 1.175, -0.007], [-5.074, -0.102, -0.053], [-6.268, -0.306, 0.653], [-6.908, -1.523, 0.610], [-6.368, -2.553, -0.163], [-5.208, -2.362, -0.889], [-4.548, -1.134, -0.829], [-3.441, -0.928, -1.517], [-1.079, 5.169, -1.159], [-2.493, 5.294, -0.176], [-4.944, 1.979, 0.501], [-6.681, 0.514, 1.231], [-7.825, -1.682, 1.161], [-6.874, -3.510, -0.206], [-4.802, -3.142, -1.522], [-2.984, 0.739, -7.255], [-3.693, -0.303, -6.796], [-4.861, 0.167, -6.345], [-3.960, -1.099, -7.845], [-2.943, -1.052, -5.729], [-2.528, -2.348, -5.936], [-1.872, -3.045, -4.918], [-1.630, -2.388, -3.739], [-1.982, -1.112, -3.557], [-2.656, -0.432, -4.498], [-3.058, 1.157, -3.972], [-2.730, -2.828, -6.884], [-1.559, -4.070, -5.057], [-1.131, -2.876, -2.907], [6.156, 2.040, -0.658], [5.848, 2.010, 0.839], [5.517, 0.611, 1.353], [4.196, 0.056, 0.819], [3.043, 0.598, 1.525], [2.190, 1.567, 1.079], [2.206, 2.356, -0.576], [1.277, 1.778, 2.061], [0.156, 2.718, 1.983], [0.584, 4.183, 1.946], [1.488, 4.614, 3.101], [0.821, 4.515, 4.474], [1.535, 0.924, 3.135], [0.888, 0.729, 4.346], [1.407, -0.238, 5.199], [2.530, -0.989, 4.848], [3.173, -0.794, 3.633], [2.654, 0.178, 2.792], [6.666, 2.966, -0.929], [5.239, 1.985, -1.248], [6.809, 1.208, -0.941], [5.017, 2.688, 1.052], [6.716, 2.378, 1.390], [5.472, 0.621, 2.445], [6.318, -0.075, 1.062], [4.165, -1.030, 0.926], [4.070, 0.307, -0.233], [-0.475, 2.532, 2.851], [-0.419, 2.476, 1.089], [-0.331, 4.783, 1.955], [1.091, 4.373, 1.001], [1.776, 5.651, 2.916], [2.406, 4.019, 3.089], [-0.191, 4.930, 4.442], [1.387, 5.070, 5.223], [0.757, 3.481, 4.815], [0.017, 1.302, 4.633], [0.930, -0.412, 6.154], [2.909, -1.733, 5.537], [4.041, -1.377, 3.353], [2.387, 0.206, -3.482], [1.021, 0.194, -2.988], [-0.051, 0.194, -2.603], [2.781, 1.213, -3.368], [2.413, -0.086, -4.531], [2.998, -0.473, -2.891], [2.156, -4.289, 0.942], [0.675, -4.659, 0.855], [0.218, -4.722, -0.601], [-0.188, -3.688, 1.675], [-0.375, -2.399, 1.005], [-1.374, -1.995, 0.237], [-1.069, -0.802, -0.223], [0.154, -0.488, 0.281], [0.573, -1.440, 1.017], [2.757, -5.007, 0.380], [2.504, -4.295, 1.977], [2.334, -3.294, 0.529], [0.530, -5.641, 1.310], [0.470, -3.795, -1.126], [-0.860, -4.893, -0.684], [0.726, -5.536, -1.118], [0.281, -3.486, 2.635], [-1.179, -4.105, 1.847], [-2.287, -2.539, 0.051]],
  "lumo_energy_ev": [-2.42, -3.57],
  "multiplicity": 3,
  "total_energy_ha": -5641.89542,
  "max_force_ha_per_bohr": 0.0313,
  "total_charge": 1,
  "orbital_gap_ev": [6.86, 5.79],
  "homo_energy_ev": [-9.3, -9.4]
}

No. 2
{
  "formula": "C2H4IPS",
  "method": "ωB97M-V/def2-TZVPD",
  "elements": ["C", "C", "P", "S", "I", "H", "H", "H", "H"],
  "xyz": [[1.315, -0.425, -0.322], [1.971, 0.669, 0.287], [-2.946, -1.293, 0.213], [-0.111, -1.072, -0.324], [-3.598, 1.023, -0.211], [1.287, 1.470, 0.465], [2.805, 1.048, -0.263], [2.354, 0.404, 1.247], [-3.077, -1.823, -1.094]],
  "lumo_energy_ev": [-1.16, -0.43],
  "multiplicity": 1,
  "total_energy_ha": -1115.71890,
  "max_force_ha_per_bohr": 0.0384,
  "total_charge": 0,
  "orbital_gap_ev": [6.40, 7.58],
  "homo_energy_ev": [-7.6, -8.0]
}

No. 3
{
  "formula": "C10H11PS",
  "method": "ωB97M-V/def2-TZVPD",
  "elements": ["C", "C", "C", "C", "C", "C", "C", "C", "C", "C", "P", "S", "H", "H", "H", "H", "H", "H", "H", "H", "H", "H", "H"],
  "xyz": [[-2.583, 2.023, -0.734], [-3.660, 1.236, -0.921], [-1.733, -0.345, -1.621], [-1.308, 1.526, -0.916], [1.140, 0.298, -1.196], [0.390, 1.033, 1.103], [1.602, -0.480, -0.157], [1.108, -0.061, 1.188], [2.377, -1.758, -0.436], [1.285, -0.837, 2.471], [0.361, 1.784, -0.507], [-3.401, -0.328, -1.519], [-2.556, 3.040, -0.298], [-4.702, 1.450, -0.996], [-0.988, -1.045, -2.012], [1.399, 0.177, -2.157], [-0.199, 1.555, 1.944], [1.626, -2.485, -0.631], [2.902, -2.149, 0.547], [2.851, -1.436, -1.426], [2.424, -1.078, 2.426], [0.768, -1.839, 2.570], [0.898, -0.283, 3.277]],
  "lumo_energy_ev": [0.24, 0.24],
  "multiplicity": 1,
  "total_energy_ha": -1126.97158,
  "max_force_ha_per_bohr": 0.1285,
  "total_charge": 0,
  "orbital_gap_ev": [7.73, 7.73],
  "homo_energy_ev": [-7.5, -7.5]
}

No. 4
{
  "formula": "C4H6S2",
  "method": "ωB97M-V/def2-TZVPD",
  "elements": ["C", "C", "C", "C", "H", "H", "H", "H", "H", "H", "S", "S"],
  "xyz": [[1.282, -0.303, 0.652], [0.032, 0.492, 0.257], [-1.174, -0.409, 0.257], [-1.960, -0.431, -0.822], [2.530, 1.422, -0.593], [1.496, 0.260, 1.631], [1.066, -1.308, 0.776], [-1.420, -0.940, 1.139], [-2.906, -0.890, -0.929], [-1.641, 0.066, -1.765], [2.645, 0.004, -0.527], [0.048, 2.038, -0.076]],
  "lumo_energy_ev": -0.42,
  "multiplicity": 1,
  "smiles": "C=CC(=S)CS",
  "total_energy_ha": -952.31448,
  "max_force_ha_per_bohr": 0.0940,
  "total_charge": 0,
  "orbital_gap_ev": 8.44,
  "homo_energy_ev": -8.9
}

No. 5
{
  "formula": "C5H5FN",
  "method": "ωB97M-V/def2-TZVPD",
  "elements": ["C", "C", "C", "C", "C", "N", "F", "H", "H", "H", "H", "H"],
  "xyz": [[1.412, -0.602, 0.726], [1.086, -1.759, 0.156], [0.755, 0.648, -0.088], [2.039, 0.514, -0.037], [-0.577, 1.217, -0.206], [0.726, -2.701, -0.432], [3.275, 0.750, -0.254], [1.633, -0.714, 1.832], [-0.059, -3.365, -0.783], [-0.584, 2.332, -0.469], [-1.192, 1.058, 0.617], [-1.119, 0.845, -1.092]],
  "lumo_energy_ev": -4.53,
  "multiplicity": 1,
  "smiles": "CC1=C(F)[C@@H]1C#[NH+]",
  "total_energy_ha": -347.72667,
  "max_force_ha_per_bohr": 0.1014,
  "total_charge": 1,
  "orbital_gap_ev": 10.41,
  "homo_energy_ev": -14.9
}

No. 6
{
  "formula": "C4H12",
  "method": "ωB97M-V/def2-TZVPD",
  "elements": ["C", "C", "H", "H", "H", "H", "H", "H", "C", "C", "H", "H", "H", "H", "H", "H"],
  "xyz": [[-0.101, 0.849, 2.105], [-0.120, 1.629, 0.775], [0.321, -0.149, 2.002], [0.293, 1.511, 2.875], [-1.141, 0.643, 2.397], [-1.156, 1.663, 0.429], [0.382, 1.188, -0.096], [0.247, 2.645, 0.905], [-0.322, -1.269, -2.054], [0.615, -1.186, -0.837], [0.199, -1.412, -3.004], [-1.062, -2.054, -1.916], [-0.920, -0.361, -2.229], [1.004, -2.211, -0.743], [-0.019, -1.169, 0.049], [1.367, -0.409, -0.792]],
  "lumo_energy_ev": [4.37, 4.50],
  "multiplicity": 2,
  "total_energy_ha": -159.50908,
  "max_force_ha_per_bohr": 0.0400,
  "total_charge": -1,
  "orbital_gap_ev": [2.79, 12.02],
  "homo_energy_ev": [1.6, -7.5]
}

No. 7
{
  "formula": "C3H9IN3",
  "method": "ωB97M-V/def2-TZVPD",
  "elements": ["C", "C", "C", "N", "N", "N", "I", "H", "H", "H", "H", "H", "H", "H", "H", "H"],
  "xyz": [[1.049, 0.401, 0.112], [-1.181, 0.767, -0.008], [-0.363, -1.546, -0.293], [1.480, 1.616, -0.102], [-0.092, -0.163, 0.082], [2.432, -0.995, 0.114], [4.306, -0.077, -0.047], [-1.375, 1.389, 0.873], [-0.984, 1.462, -0.785], [-2.198, 0.443, -0.270], [-0.924, -1.656, -1.124], [0.495, -2.140, -0.466], [-0.749, -2.233, 0.510], [0.825, 2.171, -0.644], [2.568, 1.749, -0.118], [2.467, -1.436, 1.031]],
  "lumo_energy_ev": -4.41,
  "multiplicity": 1,
  "total_energy_ha": -581.29931,
  "max_force_ha_per_bohr": 0.1318,
  "total_charge": 1,
  "orbital_gap_ev": 8.85,
  "homo_energy_ev": -13.3
}